One molecule with the formula C7H7NO2 in a non-equilibrium geometry, computed with ωB97M-V/def2-TZVPD.

Geometry as XYZ:
```
17
Properties=species:S:1:pos:R:3
C 0.727 0.423 -1.375
C 0.303 0.358 1.594
C 2.195 -0.031 0.478
C -0.652 0.196 -0.922
C -0.685 -0.045 0.590
C -1.633 0.532 -1.764
C -1.507 -1.062 0.851
N 1.778 0.161 -0.667
O 0.177 1.590 1.969
O 2.803 -0.950 1.080
H 0.866 0.802 -2.492
H -2.692 0.516 -1.631
H -1.447 0.598 -2.772
H -2.105 -1.528 0.071
H -1.631 -1.707 1.804
H 0.920 1.861 2.671
H 2.585 -1.715 0.515
```

Calculated values
**Total energy**: -475.89307 hartree
**Strongest force on any atom**: 5.22 eV/A
**Net charge**: 0
**Kohn-Sham gap (spin up / spin down)**: 6.8 / 6.8 eV


One molecule with the formula C5H9NO in a non-equilibrium geometry, computed with ωB97M-V/def2-TZVPD.

Geometry as XYZ:
```
16
Properties=species:S:1:pos:R:3
H 0.762 2.413 0.887
N 1.346 1.829 0.296
C 1.150 0.586 0.273
C 1.866 -0.360 -0.594
O 0.535 -0.333 1.208
C -0.808 -0.191 0.906
C -1.704 -1.053 0.092
C -1.277 0.258 -0.482
H 2.710 -0.542 0.074
H 1.319 -1.298 -0.723
H 2.187 0.044 -1.540
H -1.209 0.451 1.673
H -1.300 -1.877 -0.480
H -2.759 -1.122 0.301
H -0.805 0.149 -1.461
H -2.013 1.044 -0.430
```

Calculated values
**Total energy**: -325.81028 hartree
**Strongest force on any atom**: 1.68 eV/A
**SMILES**: [H]/N=C(/C)OC1CC1
**Net charge**: 0
**Kohn-Sham gap**: 10.8 eV


C13H11CaCl5N4O2S as an isolated structure in a non-equilibrium geometry, computed with ωB97M-V/def2-TZVPD.

Geometry as XYZ:
```
37
Properties=species:S:1:pos:R:3
Ca -0.150 -0.287 -1.031
Cl -2.053 0.564 1.913
C -2.656 -0.804 1.068
C -1.894 -1.260 0.005
C -2.406 -2.358 -0.670
Cl -1.486 -2.920 -2.008
C -3.592 -2.993 -0.317
Cl -4.169 -4.360 -1.186
C -4.323 -2.497 0.764
Cl -5.799 -3.248 1.219
C -3.856 -1.387 1.464
Cl -4.761 -0.757 2.783
C 1.119 3.425 -3.687
O 0.458 2.171 -3.591
C -0.419 1.920 -2.628
O -0.915 0.808 -2.587
N -0.773 2.917 -1.787
N -1.485 2.568 -0.629
H 1.798 3.320 -4.531
H 1.699 3.634 -2.783
H 0.403 4.227 -3.886
H -0.175 3.739 -1.742
H -2.242 3.230 -0.475
H -0.860 2.568 0.179
C 4.067 -0.591 3.508
C 3.292 -0.795 2.248
C 2.932 -2.069 1.781
C 2.092 -2.111 0.686
N 1.667 -1.018 0.064
C 2.137 0.165 0.529
S 1.687 1.557 -0.310
N 2.918 0.289 1.602
H 4.955 -1.218 3.527
H 3.446 -0.866 4.360
H 4.343 0.456 3.599
H 3.265 -2.966 2.273
H 1.739 -3.053 0.279
```

Calculated values
**Total energy**: -4248.31817 hartree
**Strongest force on any atom**: 1.97 eV/A
**Net charge**: 0
**Kohn-Sham gap**: 8.5 eV


One molecule with the formula C27H32N2O6, computed with ωB97M-V/def2-TZVPD.

Geometry as XYZ:
```
67
Properties=species:S:1:pos:R:3
C -5.430 -3.151 -3.378
O -5.536 -2.073 -2.481
C -4.445 -1.736 -1.738
C -3.215 -2.383 -1.784
C -2.178 -1.950 -0.979
C -2.336 -0.877 -0.112
C -1.152 -0.471 0.749
C -0.862 -1.584 1.804
C 0.572 -2.041 1.666
O 0.913 -3.149 1.346
O 1.439 -1.057 1.957
C 2.780 -1.319 1.597
C 2.867 -1.320 0.059
O 1.875 -1.067 -0.598
N 4.055 -1.622 -0.486
C 5.300 -1.846 0.211
C 6.292 -0.728 -0.122
C 6.505 -0.655 -1.632
C 5.162 -0.469 -2.333
C 4.204 -1.588 -1.930
C -1.164 -1.104 3.224
C -2.417 -0.237 3.187
C -2.065 1.045 2.457
O -2.348 2.145 2.886
N -1.325 0.841 1.336
C -0.804 1.949 0.618
C 0.548 1.985 0.286
C 1.066 3.063 -0.396
C 0.251 4.138 -0.752
O 0.868 5.157 -1.418
C 0.099 6.277 -1.784
C -1.096 4.105 -0.413
C -1.616 3.014 0.262
C -3.564 -0.229 -0.076
C -4.605 -0.651 -0.877
H -6.404 -3.233 -3.858
H -5.203 -4.087 -2.858
H -4.666 -2.965 -4.141
H -3.049 -3.221 -2.444
H -1.223 -2.453 -1.026
H -0.287 -0.409 0.079
H -1.492 -2.448 1.574
H 3.374 -0.512 2.031
H 3.087 -2.293 1.994
H 5.138 -1.903 1.285
H 5.710 -2.806 -0.126
H 7.237 -0.919 0.389
H 5.895 0.223 0.238
H 7.174 0.171 -1.876
H 6.972 -1.580 -1.978
H 4.727 0.491 -2.049
H 5.292 -0.477 -3.416
H 3.215 -1.433 -2.361
H 4.594 -2.556 -2.262
H -1.302 -1.963 3.882
H -0.329 -0.511 3.603
H -2.752 0.028 4.190
H -3.225 -0.762 2.675
H 1.191 1.166 0.566
H 2.111 3.103 -0.661
H -0.704 6.005 -2.476
H -0.329 6.775 -0.908
H 0.788 6.958 -2.282
H -1.756 4.918 -0.670
H -2.661 3.005 0.525
H -3.716 0.618 0.575
H -5.560 -0.152 -0.852
```

Calculated values
**Total energy**: -1609.05449 hartree
**Strongest force on any atom**: 0.69 eV/A
**SMILES**: COc1ccc([C@@H]2[C@@H](C(=O)OCC(=O)N3CCCCC3)CCC(=O)N2c2ccc(OC)cc2)cc1
**Net charge**: 0
**Kohn-Sham gap**: 8.5 eV


One molecule with the formula C4H7NO in a non-equilibrium geometry, computed with ωB97M-V/def2-TZVPD.

Geometry as XYZ:
```
13
Properties=species:S:1:pos:R:3
O -1.597 -1.292 1.579
C -0.831 -0.703 0.852
C -0.320 0.701 0.944
C 0.404 1.045 -0.353
C 0.404 -0.303 -1.102
N 0.095 -1.265 -0.044
H -1.007 1.451 1.365
H 0.524 0.210 1.531
H -0.082 1.836 -0.928
H 1.425 1.379 -0.136
H -0.385 -0.310 -1.866
H 1.361 -0.504 -1.590
H 0.011 -2.245 -0.251
```

Calculated values
**Total energy**: -286.59662 hartree
**Strongest force on any atom**: 2.44 eV/A
**SMILES**: O=C1CCCN1
**Net charge**: 0
**Kohn-Sham gap**: 10.3 eV


A 2-piece molecular cluster, C4H11BrOSi overall in a non-equilibrium geometry, computed with ωB97M-V/def2-TZVPD.

Geometry as XYZ:
```
18
Properties=species:S:1:pos:R:3
C -2.012 -0.353 -0.169
C -0.345 0.614 1.439
C -0.164 1.067 -1.185
C -0.525 0.038 -0.146
O 0.154 -1.103 -0.346
Si 2.495 -1.404 0.083
Br 3.344 0.679 -0.309
H -2.452 -0.622 -1.095
H -2.047 -1.121 0.669
H -2.553 0.549 0.164
H -1.325 1.010 1.736
H 0.470 1.186 1.422
H -0.204 -0.334 1.965
H -0.439 2.102 -0.962
H 0.888 0.985 -1.151
H -0.551 0.748 -2.236
H 2.639 -2.049 -1.307
H 2.629 -1.992 1.426
```

Calculated values
**Total energy**: -3097.67034 hartree
**Strongest force on any atom**: 5.98 eV/A
**Net charge**: 0
**Kohn-Sham gap**: 8.2 eV


C29H14Br2F4MnN7OS as an isolated structure, computed with ωB97M-V/def2-TZVPD.

Geometry as XYZ:
```
59
Properties=species:S:1:pos:R:3
Mn 0.566 0.555 0.655
C 3.101 -1.864 0.585
C 3.182 -0.879 -0.540
C 4.211 -0.992 -1.499
C 4.280 -0.102 -2.528
C 3.307 0.916 -2.649
C 3.284 1.881 -3.688
Br 4.644 1.915 -4.994
C 2.272 2.795 -3.749
C 1.248 2.797 -2.785
Br -0.152 4.049 -2.968
C 1.228 1.914 -1.718
O 0.293 1.902 -0.803
C 2.294 0.952 -1.674
N 2.266 0.065 -0.627
H 4.095 -2.124 0.945
H 2.628 -2.785 0.237
H 2.525 -1.465 1.421
H 4.941 -1.782 -1.395
H 5.073 -0.165 -3.261
H 2.252 3.536 -4.539
F -0.160 -1.140 -2.811
C -0.723 -0.145 -3.494
C -0.083 0.353 -4.574
F 1.079 -0.171 -4.919
C -0.610 1.465 -5.321
C -1.894 1.947 -4.892
C -2.569 1.380 -3.865
F -3.743 1.873 -3.510
C -2.003 0.332 -3.079
C -2.647 -0.151 -1.938
C -1.860 -0.509 -0.819
N -1.124 -0.723 0.037
C -4.056 -0.175 -1.763
N -5.200 -0.205 -1.647
F -2.437 2.972 -5.515
C 0.086 2.046 -6.363
C 1.245 1.459 -6.952
N 2.148 1.016 -7.508
C -0.274 3.301 -6.938
N -0.509 4.341 -7.368
N -0.426 -1.880 2.959
C -0.023 -0.843 3.704
S 0.936 0.412 3.044
N -0.323 -0.880 4.998
C -0.143 0.129 6.000
C 0.276 -0.295 7.253
C 0.414 0.630 8.275
C 0.137 1.969 8.042
C -0.294 2.377 6.788
C -0.446 1.461 5.760
H -0.242 -1.876 1.971
H -1.040 -2.591 3.323
H -0.681 -1.757 5.351
H 0.502 -1.340 7.428
H 0.740 0.303 9.253
H 0.247 2.691 8.838
H -0.530 3.418 6.609
H -0.810 1.779 4.794
```

Calculated values
**Total energy**: -8668.51187 hartree
**Strongest force on any atom**: 0.80 eV/A
**<S²>**: 9.17
**2S+1**: 6
**Net charge**: +1
**Kohn-Sham gap (spin up / spin down)**: 4.4 / 4.8 eV


A 2-piece molecular cluster, C3H10N2 overall in a non-equilibrium geometry, computed with ωB97M-V/def2-TZVPD.

Geometry as XYZ:
```
15
Properties=species:S:1:pos:R:3
C 1.976 0.667 -0.554
C 1.519 0.714 0.686
N 0.289 1.274 1.138
H 1.428 0.959 -1.440
H 2.944 0.214 -0.727
H 2.241 0.611 1.490
H -0.479 0.608 1.154
H -0.024 2.064 0.587
C -1.070 -1.533 -0.826
N -2.137 -0.837 -0.132
H -1.020 -2.583 -0.514
H -1.155 -1.622 -1.922
H -0.087 -1.146 -0.560
H -2.377 0.048 -0.566
H -2.971 -1.403 -0.081
```

Calculated values
**Total energy**: -229.76030 hartree
**Strongest force on any atom**: 1.35 eV/A
**SMILES**: C=CN.CN
**Net charge**: 0
**Kohn-Sham gap**: 10.2 eV


A 2-piece molecular cluster, C3H3BrF2 overall, computed with ωB97M-V/def2-TZVPD.

Geometry as XYZ:
```
9
Properties=species:S:1:pos:R:3
C 0.955 0.207 0.150
C -0.959 -1.953 0.546
C -0.012 1.295 0.019
F -0.170 -2.976 0.338
F -1.511 -1.698 -0.624
Br 2.622 0.496 -0.579
H 0.260 2.169 -0.574
H -0.960 0.867 -0.329
H -0.224 1.593 1.054
```

Calculated values
**Total energy**: -2889.65419 hartree
**Strongest force on any atom**: 0.94 eV/A
**Net charge**: 0
**Kohn-Sham gap**: 8.0 eV


One molecule with the formula C5H9N3O in a non-equilibrium geometry, computed with ωB97M-V/def2-TZVPD.

Geometry as XYZ:
```
18
Properties=species:S:1:pos:R:3
C 1.563 1.338 0.156
C 0.278 1.094 -0.589
O 0.163 1.262 -1.780
C -0.878 0.655 0.279
C -2.014 1.622 0.390
N -0.914 -0.420 0.978
N 0.012 -1.328 0.722
C 0.058 -2.097 -0.284
N 1.073 -3.011 -0.430
H 1.427 2.185 0.843
H 2.371 1.550 -0.551
H 1.829 0.480 0.745
H -1.680 2.511 0.929
H -2.841 1.190 0.935
H -2.364 1.937 -0.590
H -0.655 -2.046 -1.108
H 1.668 -3.118 0.385
H 0.903 -3.807 -1.031
```

Calculated values
**Total energy**: -435.37879 hartree
**Strongest force on any atom**: 2.75 eV/A
**SMILES**: CC(=O)/C(C)=N\N=C\N
**Net charge**: 0
**Kohn-Sham gap**: 9.5 eV


A 3-piece molecular cluster, C11H11NO overall in a non-equilibrium geometry, computed with ωB97M-V/def2-TZVPD.

Geometry as XYZ:
```
24
Properties=species:S:1:pos:R:3
C -2.056 -0.039 -0.136
C -2.103 -1.444 -0.119
C -0.803 -2.064 0.521
C 0.496 -1.423 0.091
C 1.991 -1.710 -0.150
C 3.013 -0.810 -0.094
C 2.671 0.635 -0.146
C 1.319 0.961 -0.268
C 0.789 2.382 0.377
C -0.770 2.173 0.008
C 0.306 -0.045 -0.062
H -2.917 -2.108 0.269
H -2.020 -1.639 -1.132
H -1.033 -3.136 0.083
H -1.061 -2.007 1.581
H 1.891 -2.878 -0.326
H 4.009 -1.052 -0.265
H 3.345 1.325 -0.061
H 1.551 2.195 1.754
H 1.088 3.689 -0.159
H -1.538 2.524 0.791
H -1.196 2.432 -1.037
N -0.882 0.607 -0.010
O -3.133 0.589 -0.195
```

Calculated values
**Total energy**: -555.51372 hartree
**Strongest force on any atom**: 8.24 eV/A
**Net charge**: 0
**Kohn-Sham gap**: 8.3 eV


One molecule with the formula C6H7N5O in a non-equilibrium geometry, computed with ωB97M-V/def2-TZVPD.

Geometry as XYZ:
```
19
Properties=species:S:1:pos:R:3
C -3.199 0.464 -0.395
C -3.515 -0.736 0.151
C -1.819 0.574 -0.201
C 3.509 -0.860 -0.271
C 3.291 -0.085 0.836
C 0.390 1.546 -0.124
N -2.466 -1.455 0.511
N 2.147 0.650 1.120
N 1.223 0.759 0.297
N -1.408 -0.645 0.260
N -0.897 1.511 -0.599
O 2.716 -0.909 -1.397
H -3.789 1.164 -0.804
H -4.426 -1.249 0.263
H 4.365 -1.529 -0.370
H 3.937 -0.101 1.809
H -0.654 -0.911 0.890
H -1.283 2.381 -0.916
H 1.876 -0.569 -1.060
```

Calculated values
**Total energy**: -581.67776 hartree
**Strongest force on any atom**: 3.55 eV/A
**Net charge**: 0
**Kohn-Sham gap**: 7.4 eV


C16H12F24N8O16S8Zn as an isolated structure in a non-equilibrium geometry, computed with ωB97M-V/def2-TZVPD.

Geometry as XYZ:
```
85
Properties=species:S:1:pos:R:3
Zn -11.664 -15.173 13.829
C -6.190 -16.996 12.988
F -6.675 -17.010 11.795
F -6.028 -18.268 13.395
F -5.047 -16.499 12.843
S -7.227 -15.922 14.182
O -6.364 -15.631 15.313
O -7.691 -14.733 13.455
N -8.691 -16.876 14.563
S -8.199 -17.785 15.823
O -6.811 -18.201 15.835
O -8.749 -17.288 17.085
C -9.090 -19.527 15.518
F -9.030 -19.819 14.168
F -8.586 -20.506 16.295
F -10.382 -19.463 15.781
C 2.739 -9.036 15.308
F 3.795 -8.363 14.987
F 3.023 -10.263 15.079
F 2.440 -8.906 16.590
S 1.220 -8.435 14.265
O 0.114 -8.245 15.199
O 1.742 -7.252 13.580
N 1.105 -9.731 13.029
S 0.310 -10.977 13.680
O 0.264 -11.020 15.164
O -0.944 -11.345 12.976
C 1.542 -12.402 13.109
F 2.811 -11.957 13.056
F 1.405 -13.372 13.974
F 1.245 -12.893 11.884
C -17.979 -22.109 10.443
F -19.308 -21.818 10.493
F -17.751 -23.214 9.809
F -17.427 -21.101 9.810
S -17.192 -22.260 12.194
O -15.873 -22.854 11.967
O -17.166 -20.873 12.724
N -18.336 -23.266 13.053
S -17.687 -24.659 13.221
O -18.794 -25.423 13.716
O -16.935 -25.134 12.022
C -16.526 -24.553 14.770
F -15.894 -25.744 14.819
F -15.550 -23.611 14.599
F -17.215 -24.355 15.851
C -12.841 -10.852 10.316
F -11.939 -10.608 11.234
F -13.867 -10.108 10.703
F -12.433 -10.426 9.079
S -13.263 -12.775 10.450
O -14.103 -13.039 9.310
O -11.921 -13.308 10.452
N -13.879 -12.904 12.085
S -15.440 -12.569 11.945
O -15.850 -11.735 10.755
O -16.299 -13.746 12.148
C -15.798 -11.444 13.459
F -14.813 -10.578 13.576
F -16.993 -10.857 13.361
F -15.815 -12.331 14.509
C -8.871 -27.419 17.554
C -7.822 -28.396 17.967
N -6.972 -29.135 18.235
H -8.428 -26.423 17.551
H -9.730 -27.526 18.217
H -9.216 -27.709 16.562
C -16.145 -18.803 17.658
C -15.394 -17.931 16.820
N -14.705 -17.260 16.171
H -16.719 -19.428 16.974
H -16.687 -18.358 18.492
H -15.315 -19.377 18.071
C -11.385 -24.718 10.462
C -11.596 -24.241 9.083
N -11.714 -23.948 7.986
H -10.478 -25.292 10.652
H -12.323 -25.252 10.616
H -11.395 -23.874 11.152
C -2.316 -22.831 11.098
C -3.504 -23.562 10.609
N -4.469 -24.135 10.246
H -1.454 -23.490 11.196
H -2.455 -22.167 11.951
H -2.095 -22.166 10.263
```

Calculated values
**Total energy**: -9619.97327 hartree
**Strongest force on any atom**: 5.58 eV/A
**Net charge**: -2
**Kohn-Sham gap**: 1.1 eV


One molecule with the formula C2H5N2P in a non-equilibrium geometry, computed with ωB97M-V/def2-TZVPD.

Geometry as XYZ:
```
10
Properties=species:S:1:pos:R:3
C -0.016 -1.145 -0.268
C 0.473 0.155 0.027
N -1.486 -1.239 -0.014
N -1.593 1.234 -0.062
P -2.503 -0.080 -0.144
H 0.128 -1.442 -1.337
H 0.201 -1.972 0.471
H 0.538 0.823 0.935
H 0.878 0.752 -0.786
H -1.848 2.278 -0.386
```

Calculated values
**Total energy**: -529.93277 hartree
**Strongest force on any atom**: 4.58 eV/A
**Net charge**: 0
**Kohn-Sham gap**: 8.0 eV


C15H25BeN2O15S3 as an isolated structure in a non-equilibrium geometry, computed with ωB97M-V/def2-TZVPD.

Geometry as XYZ:
```
61
Properties=species:S:1:pos:R:3
Be -1.714 3.958 -0.968
C -0.997 -0.247 0.569
C -1.297 1.191 -0.007
O -1.520 1.341 -1.234
O -1.488 2.096 0.826
H -1.965 -0.713 0.381
H -0.969 -0.447 1.640
H -0.298 -0.836 -0.025
O -2.201 3.618 -3.595
C -2.180 2.851 -4.502
N -1.842 1.580 -4.351
C -2.741 3.115 -5.867
H -1.746 0.925 -5.114
H -1.753 1.274 -3.393
H -3.457 2.318 -6.067
H -2.039 3.098 -6.701
H -3.295 4.052 -5.834
N -0.440 -3.249 -3.831
C -0.374 -2.196 -3.064
C 0.212 -1.000 -3.437
C 0.671 -0.884 -4.802
C 0.707 -2.020 -5.596
C 0.182 -3.201 -5.032
H -0.789 -2.343 -2.078
H 0.464 -0.250 -2.702
H 1.200 0.013 -5.089
H 1.087 -2.021 -6.607
H 0.230 -4.024 -5.730
C 2.824 1.058 0.935
C 2.465 2.510 1.207
O 2.373 2.721 2.560
S 2.907 1.408 3.298
O 1.866 0.440 3.703
O 3.861 1.907 4.348
O 3.698 0.743 2.006
H 3.250 0.825 -0.041
H 1.987 0.379 1.099
H 1.585 2.843 0.657
H 3.298 3.132 0.879
C 1.732 -2.661 2.924
C 0.947 -3.846 2.240
O 1.572 -3.956 0.978
S 2.910 -2.951 0.783
O 2.586 -1.729 0.002
O 3.974 -3.913 0.337
O 3.012 -2.572 2.389
H 1.723 -2.778 4.008
H 1.266 -1.710 2.667
H -0.140 -3.771 2.262
H 1.196 -4.741 2.809
C -1.144 1.467 4.277
C -2.589 1.421 3.842
O -3.258 0.901 4.969
S -2.383 -0.394 5.531
O -2.397 -1.509 4.563
O -2.728 -0.749 6.888
O -1.023 0.504 5.391
H -0.965 2.468 4.671
H -0.406 1.362 3.482
H -2.651 0.792 2.954
H -3.002 2.397 3.589
```

Calculated values
**Total energy**: -3033.43688 hartree
**Strongest force on any atom**: 6.04 eV/A
**Net charge**: +1
**Kohn-Sham gap**: 3.1 eV